# 1
{
  "formula": "C55H47N5OP2PbS5",
  "method": "ωB97M-V/def2-TZVPD",
  "species": ["Pb", "S", "P", "C", "P", "S", "C", "C", "C", "C", "C", "C", "C", "C", "C", "C", "C", "C", "C", "C", "C", "C", "C", "C", "C", "C", "C", "C", "C", "C", "H", "H", "H", "H", "H", "H", "H", "H", "H", "H", "H", "H", "H", "H", "H", "H", "H", "H", "H", "H", "S", "C", "N", "N", "C", "C", "C", "C", "C", "C", "N", "N", "C", "C", "C", "C", "C", "C", "H", "H", "H", "H", "H", "H", "H", "H", "H", "H", "H", "S", "C", "C", "C", "C", "C", "C", "C", "C", "C", "N", "H", "H", "H", "H", "H", "H", "C", "C", "C", "C", "C", "C", "C", "S", "C", "O", "H", "H", "H", "H", "H", "H", "H", "H", "H", "H"],
  "xyz": [[0.661918, 0.825219, 0.664355], [3.130463, -0.893460, 1.072801], [2.225152, -1.786004, -0.449049], [0.560932, -1.204764, -0.537101], [-0.114340, -0.762535, -2.119623], [0.551004, 0.817371, -3.066760], [-0.006328, -2.266347, -3.162398], [-0.303630, -3.520075, -2.633410], [-0.153284, -4.651950, -3.418942], [0.282416, -4.537225, -4.732538], [0.552540, -3.285606, -5.267651], [0.412871, -2.150536, -4.482119], [-1.909156, -0.676398, -1.777692], [-2.495465, -1.464431, -0.792972], [-3.867843, -1.420889, -0.595178], [-4.658678, -0.585214, -1.371651], [-4.074675, 0.219569, -2.340256], [-2.703487, 0.169355, -2.544257], [2.067363, -3.570977, -0.090598], [0.962249, -3.999541, 0.641199], [0.824700, -5.335817, 0.980979], [1.798465, -6.250811, 0.602949], [2.926430, -5.818869, -0.079302], [3.066679, -4.481587, -0.421503], [3.278460, -1.684780, -1.938004], [3.178982, -2.598011, -2.984512], [3.965189, -2.439379, -4.115280], [4.842990, -1.370875, -4.214731], [4.943823, -0.460324, -3.172879], [4.167299, -0.617399, -2.036748], [-0.634448, -3.612230, -1.605789], [-0.366460, -5.628628, -3.002207], [0.408597, -5.426378, -5.337815], [0.888953, -3.193386, -6.292857], [0.640798, -1.169516, -4.878458], [-1.873245, -2.101192, -0.177207], [-4.323003, -2.042340, 0.167245], [-5.732856, -0.568231, -1.231590], [-4.687405, 0.885513, -2.936948], [-2.221191, 0.787624, -3.292596], [0.216295, -3.271521, 0.936505], [-0.042860, -5.665133, 1.540062], [1.682681, -7.299502, 0.846677], [3.700445, -6.527933, -0.345315], [3.953155, -4.147499, -0.945259], [2.496788, -3.435822, -2.917945], [3.883661, -3.154480, -4.924380], [5.450588, -1.252300, -5.103042], [5.631772, 0.372940, -3.244845], [4.257552, 0.071681, -1.206983], [-1.471998, 0.118790, 1.993982], [-0.481455, -0.847032, 3.115663], [-0.838720, -2.018817, 3.535000], [-1.925374, -2.553184, 3.028000], [-2.269249, -3.882133, 3.245085], [-3.479417, -4.350730, 2.734574], [-3.834036, -5.676648, 2.910630], [-2.993103, -6.541941, 3.596358], [-1.789932, -6.070526, 4.105363], [-1.420651, -4.748261, 3.935528], [0.676915, -0.361255, 3.646610], [1.316684, 0.501217, 3.025100], [2.378835, 1.112043, 3.715344], [2.420344, 1.106219, 5.113131], [3.441423, 1.753803, 5.781325], [4.433461, 2.416083, 5.069721], [4.386530, 2.436139, 3.683040], [3.364899, 1.795000, 3.005988], [-2.444629, -2.009361, 2.342768], [-4.134500, -3.662668, 2.211706], [-4.769333, -6.040951, 2.506142], [-3.276444, -7.576806, 3.735139], [-1.127203, -6.746982, 4.629910], [-0.485229, -4.362369, 4.316221], [1.634570, 0.595719, 5.652366], [3.461946, 1.747036, 6.863377], [5.236910, 2.918874, 5.592031], [5.154003, 2.952557, 3.121480], [3.349950, 1.788841, 1.925901], [2.724942, 5.095146, 0.027255], [3.231065, 4.007475, -1.193226], [2.681787, 2.773816, -1.047616], [1.825707, 2.696782, 0.077657], [1.747378, 3.865879, 0.784937], [1.013587, 4.140548, 2.015798], [0.932642, 5.425150, 2.560247], [0.210539, 5.618759, 3.721739], [-0.398082, 4.528242, 4.327509], [-0.250001, 3.287770, 3.731682], [0.425470, 3.098138, 2.605858], [3.907056, 4.351067, -1.960529], [2.839465, 1.962377, -1.742404], [1.424521, 6.247357, 2.057797], [0.124416, 6.608727, 4.151142], [-0.976269, 4.639635, 5.233974], [-0.697994, 2.401907, 4.169198], [-3.690052, 7.091993, -4.352633], [-3.287466, 6.143970, -3.256743], [-3.085848, 4.791476, -3.521280], [-2.680897, 3.920280, -2.522863], [-2.485581, 4.404232, -1.243273], [-2.672449, 5.747649, -0.955168], [-3.076071, 6.610769, -1.960687], [-1.998528, 3.309034, 0.096212], [-3.679993, 2.682867, 0.401032], [-1.261346, 2.177674, -0.549279], [-4.055197, 6.551936, -5.224694], [-2.833476, 7.692350, -4.666172], [-4.465625, 7.779219, -4.014469], [-3.249647, 4.417813, -4.524977], [-2.508968, 2.870007, -2.726361], [-2.509324, 6.107172, 0.055466], [-3.223991, 7.660745, -1.737292], [-4.021151, 2.185541, -0.506156], [-4.323431, 3.521324, 0.664250], [-3.615294, 1.973090, 1.222197]],
  "atomic_forces_ev_per_a": [[0.38, -0.58, -1.08], [0.26, 0.21, 0.12], [-0.50, -0.39, 0.17], [0.48, 1.37, -0.33], [-0.17, -0.63, 0.56], [0.01, 0.19, -0.12], [0.08, 0.23, 0.08], [-0.01, 0.04, -0.01], [0.01, -0.10, 0.07], [0.01, 0.00, -0.04], [0.00, -0.03, 0.00], [-0.08, -0.09, -0.04], [0.02, 0.20, -0.16], [-0.04, -0.04, -0.08], [-0.05, 0.01, -0.04], [-0.08, -0.04, 0.03], [0.06, 0.00, -0.10], [-0.06, -0.08, 0.03], [0.17, 0.11, -0.01], [0.02, -0.04, -0.02], [-0.04, -0.05, 0.00], [0.02, 0.01, -0.01], [0.03, -0.06, -0.02], [-0.06, 0.01, 0.03], [-0.18, 0.07, 0.09], [0.04, 0.07, 0.05], [-0.01, -0.07, -0.07], [-0.01, -0.02, -0.01], [0.02, 0.07, -0.01], [0.03, -0.06, -0.07], [0.03, -0.01, -0.03], [0.00, 0.01, 0.01], [-0.01, 0.01, -0.01], [-0.01, 0.00, 0.00], [0.04, 0.02, 0.03], [0.05, 0.02, -0.02], [-0.02, -0.01, -0.01], [0.01, 0.03, 0.05], [-0.01, -0.03, -0.02], [-0.02, -0.02, -0.01], [-0.04, 0.00, -0.03], [0.00, 0.02, 0.00], [0.01, 0.01, 0.03], [0.00, 0.01, -0.02], [0.00, -0.02, -0.01], [-0.02, 0.00, -0.02], [0.00, 0.00, 0.00], [0.01, 0.01, 0.01], [0.00, -0.01, 0.01], [0.01, 0.00, 0.00], [0.46, 0.28, 0.29], [-1.49, -0.21, -1.00], [0.72, 0.20, 0.22], [-0.38, 0.31, -0.26], [0.08, -0.36, 0.15], [0.09, 0.13, 0.01], [0.03, -0.03, -0.01], [-0.02, -0.08, 0.01], [-0.07, -0.05, -0.02], [0.00, 0.21, -0.03], [1.24, 0.23, 1.01], [-1.01, -0.36, -0.34], [0.85, 0.27, 0.69], [-0.20, -0.12, -0.24], [0.09, 0.05, 0.02], [-0.03, 0.02, -0.03], [0.06, 0.04, 0.06], [-0.19, -0.26, -0.10], [0.02, -0.05, -0.05], [-0.02, -0.05, -0.03], [-0.02, 0.03, 0.01], [0.02, 0.00, -0.01], [0.01, 0.03, 0.03], [0.01, -0.06, 0.00], [0.02, 0.00, 0.03], [0.00, -0.01, 0.00], [-0.01, 0.01, 0.01], [0.00, -0.01, -0.02], [0.00, 0.04, 0.00], [-0.15, -0.38, 0.15], [0.05, 0.18, 0.07], [-0.05, -0.20, -0.20], [-0.63, -0.30, 0.80], [0.30, 0.04, -0.55], [-0.24, 0.16, 0.41], [0.02, -0.08, -0.11], [0.03, -0.01, -0.03], [0.00, 0.05, 0.01], [-0.08, 0.01, -0.02], [-0.07, 0.14, -0.37], [-0.03, -0.05, -0.03], [0.00, -0.03, 0.00], [-0.04, 0.07, 0.07], [0.00, -0.01, 0.00], [0.03, -0.04, 0.02], [-0.04, -0.04, -0.02], [0.06, 0.00, 0.03], [0.01, 0.01, 0.02], [-0.02, 0.06, 0.03], [0.03, -0.23, -0.04], [0.16, 0.11, 0.26], [-0.01, -0.04, 0.09], [-0.02, -0.02, -0.01], [-0.75, 0.30, -0.20], [0.38, 0.02, 0.04], [0.29, -0.37, 0.18], [-0.02, 0.02, 0.00], [-0.02, 0.01, -0.02], [-0.02, -0.01, -0.02], [0.03, -0.02, 0.00], [0.06, 0.05, 0.00], [0.03, 0.05, -0.04], [0.00, 0.00, -0.01], [0.03, 0.03, 0.01], [0.02, 0.02, 0.00], [0.00, -0.05, 0.06]],
  "largest_force_ev_per_a": 1.803,
  "gap_ev": 6.44,
  "e_above_lowest_ev": 0.000
}



# 2
{
  "formula": "C10H21OS",
  "method": "ωB97M-V/def2-TZVPD",
  "species": ["C", "C", "C", "C", "C", "C", "C", "C", "C", "C", "O", "S", "H", "H", "H", "H", "H", "H", "H", "H", "H", "H", "H", "H", "H", "H", "H", "H", "H", "H", "H", "H", "H"],
  "xyz": [[1.322957, -1.871033, -1.324906], [1.281931, 1.695010, 2.398827], [0.063130, 2.587715, 2.365255], [1.011864, 0.335626, 1.695641], [-0.155048, 2.853844, 0.874006], [0.763566, 0.671978, 0.232337], [-0.774922, -0.896351, -3.488403], [-0.683754, -2.707532, 0.951416], [-0.686793, 0.111367, -2.406870], [-1.276443, -1.632785, 0.082299], [-0.403811, 1.536682, 0.197396], [0.139748, -0.756335, -0.844569], [0.664509, -2.676354, -1.553828], [1.841639, -1.442391, -2.141884], [2.151106, 2.300176, 2.015478], [1.489222, 1.457595, 3.459931], [-0.910077, 2.037142, 2.741301], [0.178677, 3.517052, 3.024934], [1.867441, -0.266972, 1.720483], [0.178447, -0.128032, 2.289305], [-1.065218, 3.386976, 0.504912], [0.749905, 3.232346, 0.460214], [1.636993, 1.028978, -0.469779], [-1.416958, -0.572635, -4.334073], [0.243977, -1.108272, -3.909551], [-1.160120, -1.765302, -3.072408], [0.334141, -2.689348, 1.324894], [-1.445597, -3.020920, 1.763649], [-0.737464, -3.645008, 0.217318], [-1.646568, 0.508802, -2.190845], [0.164382, 0.814118, -2.620131], [-1.785949, -0.926545, 0.693903], [-1.934914, -1.969591, -0.656252]],
  "atomic_forces_ev_per_a": [[-1.45, 1.02, 1.88], [0.60, -0.01, 1.38], [-2.38, 0.17, 0.44], [-0.04, 1.27, -0.16], [-1.74, -1.06, -0.37], [-2.10, 0.86, -1.15], [1.68, 0.58, -1.74], [-2.05, -4.39, -1.18], [2.29, 0.50, 0.79], [2.66, 1.20, 0.98], [1.76, -0.09, -0.13], [-1.14, 0.07, -0.65], [0.09, -1.27, -0.39], [0.79, 0.29, -0.75], [-0.61, -0.95, 0.14], [0.21, 0.08, -0.52], [1.93, 0.95, -0.49], [-0.08, -1.18, -1.23], [1.31, -1.09, 0.47], [0.48, 0.21, -1.23], [0.95, 0.03, 0.83], [0.60, 0.72, -0.58], [-1.22, -0.40, 1.78], [0.30, -0.01, 0.69], [-1.05, -0.01, 0.32], [-0.90, -2.02, 0.29], [-0.10, 0.62, 0.01], [1.35, 0.82, -1.10], [0.57, 1.51, 1.84], [-0.47, 0.88, 0.70], [-1.33, 0.03, 0.30], [-0.13, 1.27, 0.09], [-0.81, -0.63, -1.25]],
  "largest_force_ev_per_a": 4.980,
  "gap_ev": 9.75,
  "e_above_lowest_ev": 2.572,
  "charge": 1
}



# 3
{
  "formula": "C5H9ClN2O",
  "method": "ωB97M-V/def2-TZVPD",
  "species": ["C", "C", "C", "C", "C", "N", "N", "O", "Cl", "H", "H", "H", "H", "H", "H", "H", "H", "H"],
  "xyz": [[-2.550831, -1.385829, -0.276948], [-0.166976, -1.121371, -0.628968], [-0.474873, 0.355528, -0.226353], [0.600756, 1.193099, -0.737862], [-0.442366, 0.510505, 1.318967], [-1.363418, -1.934615, -0.305280], [-1.688391, 0.743691, -0.827047], [-3.712523, -1.494547, -0.039939], [-2.649259, 1.728151, 0.079179], [0.032565, -1.316379, -1.746483], [0.592425, -1.381553, 0.072495], [0.414944, 2.297844, -0.504394], [0.779132, 1.229445, -1.889528], [1.610656, 1.063515, -0.252879], [-1.296644, -0.140330, 1.776357], [-0.566477, 1.607094, 1.504493], [0.485958, 0.043126, 1.522233], [-1.144974, -2.843654, -0.072955]],
  "atomic_forces_ev_per_a": [[-1.22, 2.20, 0.01], [-1.58, 0.54, -1.24], [-0.15, -0.78, 0.97], [3.33, 3.67, -2.05], [-2.27, -1.01, -0.80], [0.00, 2.65, -0.62], [-1.73, -3.70, -1.27], [2.48, -0.13, -0.54], [-1.11, 1.19, 0.66], [0.23, 0.70, 1.83], [0.95, -0.82, -0.12], [-0.16, -1.38, -0.20], [-0.55, -0.56, 1.93], [-0.89, -0.42, -0.46], [1.44, 1.46, -0.52], [0.40, -1.29, 0.49], [1.08, 0.16, 1.24], [-0.25, -2.50, 0.70]],
  "largest_force_ev_per_a": 5.365,
  "gap_ev": [7.81, 7.81],
  "e_above_lowest_ev": 2.725
}



# 4
{
  "formula": "C4H9NO2",
  "method": "ωB97M-V/def2-TZVPD",
  "species": ["C", "C", "C", "O", "N", "C", "O", "H", "H", "H", "H", "H", "H", "H", "H", "H"],
  "xyz": [[-0.439014, -1.152394, 0.974715], [-0.278619, 0.640701, 0.295158], [1.216958, 0.898107, 0.205069], [1.532844, 2.069698, -0.526232], [-0.821155, 0.561917, -0.946649], [-0.590219, -1.108614, -0.942908], [0.362857, -1.535644, -1.550855], [-1.376594, -1.117366, 1.539671], [0.478039, -1.035357, 1.543794], [-0.431914, -2.227094, 0.745724], [-0.828110, 1.175892, 1.075110], [1.621650, 1.119710, 1.195531], [1.621799, -0.017744, -0.246188], [1.183341, 2.074727, -1.430372], [-1.643255, 1.148985, -1.029940], [-1.608608, -1.495525, -0.901630]],
  "atomic_forces_ev_per_a": [[0.13, -0.15, 1.01], [0.33, -0.67, 0.40], [0.11, -0.10, 0.29], [-0.19, 0.15, 0.02], [0.18, -0.44, -0.98], [-0.48, 1.98, -2.33], [-0.75, 0.28, 0.91], [0.29, 0.57, 0.24], [-0.11, 0.01, 0.54], [0.45, 0.24, -0.33], [0.14, -0.11, -0.03], [0.14, -0.47, -0.04], [0.40, 0.31, 0.11], [-0.15, -0.59, 0.37], [-0.55, -1.08, -0.39], [0.08, 0.05, 0.21]],
  "largest_force_ev_per_a": 3.094,
  "gap_ev": 9.32,
  "e_above_lowest_ev": 5.724
}



# 5
{
  "formula": "C3H4Br3P",
  "method": "ωB97M-V/def2-TZVPD",
  "species": ["C", "C", "Br", "C", "P", "Br", "Br", "H", "H", "H", "H"],
  "xyz": [[1.535260, 0.057080, -1.110894], [1.093262, 0.216050, 0.148776], [2.310320, 0.833967, 1.512365], [-0.376738, -0.051811, 0.719890], [-1.538108, -0.673475, -0.442548], [-2.984500, -1.336284, 1.170848], [-2.432117, 1.199302, -1.233148], [2.538778, 0.149333, -1.417020], [0.908772, -0.203872, -1.947298], [-0.736877, 0.711384, 1.283187], [-0.318056, -0.901673, 1.315839]],
  "atomic_forces_ev_per_a": [[-1.26, -0.04, 1.33], [-1.02, -0.07, -0.46], [-0.43, -0.32, -0.41], [3.83, -0.19, -2.54], [-1.30, -0.73, -1.15], [-0.04, 0.17, -0.38], [-0.04, 0.04, 0.06], [1.16, 0.39, 0.19], [-0.63, -0.20, 0.15], [-0.87, 2.45, 1.66], [0.59, -1.50, 1.57]],
  "smiles": "C=C(Br)CP(Br)Br",
  "largest_force_ev_per_a": 4.600,
  "gap_ev": 9.54,
  "e_above_lowest_ev": 0.045
}



# 6
{
  "formula": "C4H5NO3",
  "method": "ωB97M-V/def2-TZVPD",
  "species": ["C", "C", "C", "C", "H", "H", "H", "H", "H", "N", "O", "O", "O"],
  "xyz": [[-1.274463, -0.059584, -0.127292], [-0.447055, -1.163358, -0.256388], [0.893793, -0.723591, -0.103174], [0.876047, 0.603917, 0.038197], [-2.934232, -0.943074, -0.475298], [-1.049170, -2.100819, 0.046966], [2.988677, -1.246767, 0.830755], [1.242441, 2.423959, -0.088909], [-0.864302, 2.090780, 0.362146], [-0.438551, 1.134594, -0.261686], [-2.640131, -0.053399, 0.176659], [1.960058, -1.587780, -0.067067], [1.686891, 1.625119, -0.074915]],
  "atomic_forces_ev_per_a": [[1.44, 0.63, -0.76], [-4.22, -0.56, 1.73], [1.62, -0.58, 0.99], [-3.37, 2.39, -1.55], [0.76, 3.92, 3.03], [1.99, 0.97, -0.77], [-4.69, -1.03, -3.73], [-1.37, 2.18, 0.00], [1.82, -3.87, -2.22], [-4.10, -0.10, 3.73], [0.50, -3.58, -3.89], [4.16, 0.99, 3.06], [5.47, -1.34, 0.39]],
  "largest_force_ev_per_a": 6.081,
  "gap_ev": 7.00,
  "e_above_lowest_ev": 6.454
}